Formula: C56H122N6O8
Source: the OMol25 dataset
Level of theory: wB97M-V/def2-TZVPD

Bonds (Å) are listed after each position.
Geometry (Å):
1 C 2.960 -0.241 6.494  C2 1.534, H12 1.098, H13 1.089, H14 1.094
2 C 3.464 1.130 6.022  C1 1.534, C3 1.522, C4 1.521, N10 1.455
3 C 3.968 1.909 7.228  C2 1.522, H15 1.098, H16 1.098, H17 1.085
4 C 4.654 0.918 5.100  C2 1.521, C5 1.527, H18 1.094, H19 1.097
5 C 4.360 0.472 3.669  C4 1.527, C6 1.533, H20 1.094, H21 1.097
6 C 3.321 1.395 3.024  C5 1.533, C7 1.519, H22 1.091, H23 1.097
7 C 2.102 1.570 3.914  C6 1.519, C8 1.508, C9 1.532, N10 1.437
8 C 1.350 2.741 3.333  C7 1.508, H24 1.095, H25 1.098, H26 1.095
9 C 1.269 0.293 3.765  C7 1.532, H27 1.098, H28 1.086, H29 1.095
10 N 2.475 1.884 5.265  C2 1.455, C7 1.437, O11 1.438
11 O 1.317 2.197 6.057  N10 1.438, H30 0.966
12 H 2.709 -0.861 5.624  C1 1.098
13 H 3.676 -0.804 7.091  C1 1.089
14 H 2.006 -0.189 7.026  C1 1.094
15 H 4.337 2.909 6.964  C3 1.098
16 H 3.122 2.147 7.886  C3 1.098
17 H 4.734 1.377 7.780  C3 1.085
18 H 5.269 1.822 5.047  C4 1.094
19 H 5.304 0.136 5.512  C4 1.097
20 H 5.326 0.526 3.159  C5 1.094
21 H 4.067 -0.583 3.615  C5 1.097
22 H 3.034 0.989 2.052  C6 1.091
23 H 3.877 2.326 2.863  C6 1.097
24 H 1.816 3.699 3.587  C8 1.095
25 H 0.317 2.845 3.689  C8 1.098
26 H 1.231 2.710 2.245  C8 1.095
27 H 0.665 0.098 4.662  C9 1.098
28 H 1.857 -0.607 3.606  C9 1.086
29 H 0.503 0.374 2.987  C9 1.095
30 H 1.375 3.134 6.286  O11 0.966
31 C -4.811 1.137 -2.532  C32 1.543, H42 1.089, H43 1.092, H44 1.087
32 C -4.098 1.455 -3.863  C31 1.543, C33 1.537, C34 1.526, N40 1.473
33 C -2.672 1.980 -3.634  C32 1.537, H45 1.093, H46 1.091, H47 1.103
34 C -3.982 0.168 -4.674  C32 1.526, C35 1.522, H48 1.095, H49 1.094
35 C -5.281 -0.251 -5.346  C34 1.522, C36 1.516, H50 1.094, H51 1.089
36 C -5.694 0.915 -6.222  C35 1.516, C37 1.514, H52 1.105, H53 1.089
37 C -5.944 2.213 -5.486  C36 1.514, C38 1.533, C39 1.511, N40 1.454
38 C -6.064 3.271 -6.588  C37 1.533, H54 1.092, H55 1.091, H56 1.096
39 C -7.213 2.178 -4.666  C37 1.511, H57 1.091, H58 1.097, H59 1.089
40 N -4.775 2.488 -4.666  C32 1.473, C37 1.454, O41 1.419
41 O -4.946 3.671 -3.901  N40 1.419, H60 0.965
42 H -5.525 1.927 -2.304  C31 1.089
43 H -5.416 0.235 -2.650  C31 1.092
44 H -4.105 1.009 -1.715  C31 1.087
45 H -2.203 2.215 -4.593  C33 1.093
46 H -2.623 2.814 -2.932  C33 1.091
47 H -2.039 1.194 -3.190  C33 1.103
48 H -3.252 0.310 -5.478  C34 1.095
49 H -3.613 -0.599 -3.986  C34 1.094
50 H -5.059 -1.100 -6.000  C35 1.094
51 H -6.066 -0.592 -4.671  C35 1.089
52 H -6.688 0.625 -6.610  C36 1.105
53 H -5.124 0.966 -7.149  C36 1.089
54 H -5.069 3.459 -6.996  C38 1.092
55 H -6.576 4.194 -6.309  C38 1.091
56 H -6.660 2.879 -7.420  C38 1.096
57 H -7.161 1.510 -3.806  C39 1.091
58 H -8.048 1.831 -5.286  C39 1.097
59 H -7.494 3.162 -4.292  C39 1.089
60 H -4.417 4.310 -4.393  O41 0.965
61 C -1.296 0.401 6.286  C62 1.536, H72 1.092, H73 1.093, H74 1.086
62 C -2.517 -0.376 5.773  C61 1.536, C63 1.528, C64 1.520, N70 1.467
63 C -2.004 -1.606 5.024  C62 1.528, H75 1.091, H76 1.090, H77 1.092
64 C -3.364 -0.785 6.967  C62 1.520, C65 1.519, H78 1.089, H79 1.098
65 C -4.822 -1.091 6.671  C64 1.519, C66 1.523, H80 1.097, H81 1.093
66 C -5.458 -0.015 5.800  C65 1.523, C67 1.527, H82 1.104, H83 1.091
67 C -4.657 0.364 4.556  C66 1.527, C68 1.549, C69 1.519, N70 1.457
68 C -4.868 -0.753 3.504  C67 1.549, H84 1.093, H85 1.088, H86 1.090
69 C -5.200 1.672 4.007  C67 1.519, H87 1.099, H88 1.081, H89 1.094
70 N -3.251 0.541 4.893  C62 1.467, C67 1.457, O71 1.431
71 O -2.476 0.879 3.739  N70 1.431, H90 0.966
72 H -0.773 -0.196 7.036  C61 1.092
73 H -0.585 0.488 5.461  C61 1.093
74 H -1.568 1.400 6.615  C61 1.086
75 H -1.388 -2.240 5.664  C63 1.091
76 H -2.831 -2.213 4.654  C63 1.090
77 H -1.426 -1.304 4.149  C63 1.092
78 H -2.933 -1.628 7.504  C64 1.089
79 H -3.375 0.074 7.651  C64 1.098
80 H -4.975 -2.064 6.189  C65 1.097
81 H -5.379 -1.153 7.610  C65 1.093
82 H -5.547 0.909 6.398  C66 1.104
83 H -6.490 -0.269 5.552  C66 1.091
84 H -5.865 -0.729 3.055  C68 1.093
85 H -4.782 -1.715 4.004  C68 1.088
86 H -4.160 -0.676 2.679  C68 1.090
87 H -6.296 1.584 4.000  C69 1.099
88 H -4.848 1.848 3.000  C69 1.081
89 H -5.072 2.509 4.700  C69 1.094
90 H -2.398 1.839 3.808  O71 0.966
91 C 2.834 -6.658 -0.260  C92 1.521, H102 1.102, H103 1.087, H104 1.091
92 C 2.126 -6.075 0.953  C91 1.521, C93 1.545, C94 1.530, N100 1.462
93 C 0.719 -6.708 1.028  C92 1.545, H105 1.093, H106 1.087, H107 1.089
94 C 2.819 -6.375 2.283  C92 1.530, C95 1.531, H108 1.096, H109 1.094
95 C 4.078 -5.525 2.478  C94 1.531, C96 1.523, H110 1.093, H111 1.093
96 C 3.729 -4.046 2.376  C95 1.523, C97 1.551, H112 1.097, H113 1.098
97 C 2.943 -3.671 1.093  C96 1.551, C98 1.540, C99 1.541, N100 1.449
98 C 2.286 -2.310 1.390  C97 1.540, H114 1.091, H115 1.093, H116 1.092
99 C 4.001 -3.569 -0.023  C97 1.541, H117 1.088, H118 1.097, H119 1.094
100 N 1.891 -4.636 0.843  C92 1.462, C97 1.449, O101 1.436
101 O 1.182 -4.292 -0.357  N100 1.436, H120 0.980
102 H 2.521 -7.710 -0.365  C91 1.102
103 H 2.503 -6.204 -1.190  C91 1.087
104 H 3.911 -6.749 -0.117  C91 1.091
105 H 0.337 -6.800 0.007  C93 1.093
106 H 0.734 -7.691 1.491  C93 1.087
107 H 0.059 -6.007 1.538  C93 1.089
108 H 2.096 -6.191 3.085  C94 1.096
109 H 3.040 -7.446 2.266  C94 1.094
110 H 4.463 -5.775 3.469  C95 1.093
111 H 4.761 -5.870 1.697  C95 1.093
112 H 4.680 -3.506 2.459  C96 1.097
113 H 3.195 -3.736 3.284  C96 1.098
114 H 3.010 -1.500 1.485  C98 1.091
115 H 1.754 -2.385 2.343  C98 1.093
116 H 1.506 -2.057 0.669  C98 1.092
117 H 4.735 -2.781 0.127  C99 1.088
118 H 3.507 -3.470 -0.998  C99 1.097
119 H 4.545 -4.510 -0.146  C99 1.094
120 H 0.339 -4.029 0.067  O101 0.980
121 C 2.326 6.113 -4.531  C122 1.513, H132 1.091, H133 1.099, H134 1.093
122 C 2.409 4.603 -4.488  C121 1.513, C123 1.510, C124 1.524, N130 1.456
123 C 1.880 4.066 -5.796  C122 1.510, H135 1.094, H136 1.091, H137 1.094
124 C 3.868 4.171 -4.398  C122 1.524, C125 1.519, H138 1.096, H139 1.092
125 C 4.389 4.456 -3.000  C124 1.519, C126 1.525, H140 1.103, H141 1.089
126 C 3.592 3.638 -1.989  C125 1.525, C127 1.533, H142 1.098, H143 1.090
127 C 2.109 4.026 -1.995  C126 1.533, C128 1.542, C129 1.532, N130 1.476
128 C 1.337 2.889 -1.297  C127 1.542, H144 1.100, H145 1.094, H146 1.090
129 C 1.883 5.330 -1.221  C127 1.532, H147 1.092, H148 1.096, H149 1.086
130 N 1.635 4.035 -3.393  C122 1.456, C127 1.476, O131 1.418
131 O 0.245 4.292 -3.498  N130 1.418, H150 0.969
132 H 2.534 6.621 -3.588  C121 1.091
133 H 3.047 6.555 -5.232  C121 1.099
134 H 1.348 6.449 -4.885  C121 1.093
135 H 0.792 4.152 -5.868  C123 1.094
136 H 2.304 4.599 -6.649  C123 1.091
137 H 2.087 2.998 -5.914  C123 1.094
138 H 3.912 3.102 -4.634  C124 1.096
139 H 4.496 4.637 -5.161  C124 1.092
140 H 5.429 4.089 -3.000  C125 1.103
141 H 4.460 5.519 -2.773  C125 1.089
142 H 4.021 3.925 -1.020  C126 1.098
143 H 3.816 2.583 -2.145  C126 1.090
144 H 0.311 3.199 -1.048  C128 1.100
145 H 1.786 2.564 -0.355  C128 1.094
146 H 1.216 2.021 -1.945  C128 1.090
147 H 2.766 5.969 -1.273  C129 1.092
148 H 1.791 5.086 -0.157  C129 1.096
149 H 0.980 5.843 -1.540  C129 1.086
150 H -0.116 3.438 -3.780  O131 0.969
151 C -0.643 -2.341 -3.144  C152 1.538, H162 1.099, H163 1.093, H164 1.095
152 C 0.338 -2.149 -4.314  C151 1.538, C153 1.532, C154 1.519, N160 1.461
153 C 0.156 -3.354 -5.243  C152 1.532, H165 1.092, H166 1.088, H167 1.093
154 C -0.003 -0.879 -5.074  C152 1.519, C155 1.525, H168 1.095, H169 1.098
155 C 0.665 0.388 -4.550  C154 1.525, C156 1.517, H170 1.091, H171 1.104
156 C 2.157 0.175 -4.379  C155 1.517, C157 1.511, H172 1.098, H173 1.095
157 C 2.465 -0.976 -3.451  C156 1.511, C158 1.525, C159 1.541, N160 1.461
158 C 3.958 -1.283 -3.520  C157 1.525, H174 1.095, H175 1.091, H176 1.090
159 C 2.125 -0.629 -1.989  C157 1.541, H177 1.090, H178 1.086, H179 1.087
160 N 1.719 -2.171 -3.841  C152 1.461, C157 1.461, O161 1.456
161 O 2.082 -3.406 -3.161  N160 1.456, H180 0.987
162 H -1.656 -2.594 -3.486  C151 1.099
163 H -0.388 -3.154 -2.459  C151 1.093
164 H -0.778 -1.421 -2.566  C151 1.095
165 H 0.146 -4.273 -4.653  C153 1.092
166 H -0.749 -3.267 -5.840  C153 1.088
167 H 1.047 -3.466 -5.866  C153 1.093
168 H 0.216 -1.010 -6.139  C154 1.095
169 H -1.088 -0.727 -5.012  C154 1.098
170 H 0.396 1.263 -5.144  C155 1.091
171 H 0.268 0.589 -3.540  C155 1.104
172 H 2.576 1.094 -3.948  C156 1.098
173 H 2.657 0.042 -5.345  C156 1.095
174 H 4.549 -0.426 -3.180  C158 1.095
175 H 4.270 -1.567 -4.526  C158 1.091
176 H 4.210 -2.109 -2.855  C158 1.090
177 H 2.538 0.352 -1.753  C159 1.090
178 H 2.460 -1.379 -1.279  C159 1.086
179 H 1.042 -0.583 -1.909  C159 1.087
180 H 1.723 -3.292 -2.249  O161 0.987
181 C -0.674 -0.188 0.739  O182 1.466, H183 1.091, H184 1.100, H185 1.092
182 O -2.034 -0.565 1.136  C181 1.466, H186 0.975
183 H -0.146 -1.066 0.365  C181 1.091
184 H -0.726 0.519 -0.103  C181 1.100
185 H -0.127 0.268 1.567  C181 1.092
186 H -2.177 -0.098 1.979  O182 0.975
187 C -1.350 -3.631 2.164  O188 1.439, H189 1.093, H190 1.089, H191 1.097
188 O -1.557 -3.375 0.763  C187 1.439, H192 0.973
189 H -2.024 -3.004 2.753  C187 1.093
190 H -1.559 -4.688 2.318  C187 1.089
191 H -0.329 -3.403 2.494  C187 1.097
192 H -1.960 -2.492 0.691  O188 0.973

Values from the calculation:
- SMILES = CC1(C)CCCC(C)(C)N1O.CC1(C)CCCC(C)(C)N1O.CC1(C)CCCC(C)(C)N1O.CC1(C)CCCC(C)(C)N1O.CC1(C)CCCC(C)(C)N1O.CC1(C)CCCC(C)(C)N1O.CO.CO
- highest occupied orbital energy (eV) = -7.739
- energy relative to the best compared isomer or geometry (same formula, charge and spin) (eV) = 1.221
- LUMO (eV) = 0.4